# 1
A cluster of 8 separate species, C13H43N13O9 in total. Source: OMol25; level of theory: wB97M-V/def2-TZVPD.

Computed properties:
Orbital gap = 9.4 eV
SMILES = COCCNCCOC.NC(N)=O.NC(N)=O.NC(N)=O.NC(N)=O.NC(N)=O.NC(N)=O.CO
Maximum force = 3.24 eV Å⁻¹
LUMO = 0.17 eV
HOMO level = -0.3401 Ha

The geometry in XYZ format:
```
78
C13H43N13O9 (wB97M-V/def2-TZVPD)
C -3.668 0.881 3.374
O -3.068 2.124 3.762
C -2.559 2.842 2.658
C -1.677 3.976 3.042
N -0.863 4.452 1.985
C -0.276 5.810 2.219
C 0.404 6.159 0.894
O 1.003 7.445 0.975
C 2.013 7.541 0.025
H -4.726 1.054 3.518
H -3.334 0.176 4.062
H -3.401 0.565 2.345
H -3.444 3.250 2.090
H -1.945 2.135 2.068
H -1.153 3.606 3.981
H -2.247 4.771 3.401
H -0.037 3.832 1.893
H 0.438 5.724 3.082
H -1.072 6.547 2.416
H -0.287 6.176 -0.022
H 1.174 5.373 0.687
H 2.818 6.897 0.279
H 2.536 8.477 0.220
H 1.653 7.405 -0.993
N 2.356 -0.092 1.260
C 2.561 -0.955 0.148
N 3.595 -1.812 0.181
O 1.721 -0.892 -0.727
H 1.718 0.635 1.142
H 3.140 0.127 1.832
H 3.560 -2.674 -0.377
H 3.985 -1.884 1.099
N 0.853 2.133 -1.945
C 0.212 2.556 -0.787
N -0.974 3.223 -1.082
O 0.691 2.569 0.330
H 1.449 1.315 -1.843
H 0.217 1.952 -2.682
H -1.342 3.683 -0.247
H -1.169 3.756 -1.895
N -2.734 -0.710 -1.342
C -2.414 -0.534 -2.683
N -3.191 0.419 -3.343
O -1.391 -0.977 -3.187
H -3.473 -0.228 -0.910
H -2.209 -1.320 -0.730
H -3.240 0.295 -4.352
H -4.055 0.779 -2.921
N 2.130 -5.145 -3.423
C 2.412 -4.025 -2.672
N 2.380 -2.827 -3.360
O 2.695 -3.981 -1.448
H 1.608 -5.112 -4.325
H 1.722 -5.873 -2.796
H 2.032 -2.794 -4.312
H 2.490 -1.989 -2.788
N 1.213 -6.543 -0.966
C 1.975 -7.676 -0.643
N 3.289 -7.240 -0.335
O 1.596 -8.825 -0.532
H 1.309 -5.830 -0.256
H 0.214 -6.704 -0.982
H 4.056 -7.824 -0.073
H 3.422 -6.310 -0.740
N -1.217 -3.933 -2.764
C -1.426 -4.245 -1.448
N -0.593 -3.608 -0.559
O -2.166 -5.123 -1.115
H -1.233 -2.987 -3.116
H -1.938 -4.467 -3.302
H 0.045 -2.861 -0.701
H -0.769 -3.825 0.404
C -0.419 0.428 3.457
O -0.964 -0.787 2.879
H 0.307 0.002 4.222
H 0.137 1.081 2.806
H -1.232 0.965 3.959
H -1.224 -0.519 2.030
```

# 2
A cluster of 13 separate species, C13H43N9O22 in total. Source: OMol25; level of theory: wB97M-V/def2-TZVPD.

Computed properties:
Orbital gap = 10.2 eV
Maximum force = 3.63 eV Å⁻¹
LUMO = -0.31 eV
HOMO level = -0.3877 Ha

The geometry in XYZ format:
```
87
C13H43N9O22 (wB97M-V/def2-TZVPD)
C -8.518 11.300 14.872
O -7.165 11.484 14.517
H -8.707 11.300 15.920
H -9.007 12.148 14.386
H -8.840 10.391 14.424
H -6.748 10.660 14.727
C -0.465 12.583 18.197
O -0.514 11.535 17.202
H -0.648 12.154 19.197
H 0.617 12.947 18.189
H -1.080 13.473 18.036
H 0.113 11.749 16.512
C -6.970 13.628 11.792
O -6.576 13.934 10.453
H -7.710 14.395 12.153
H -7.355 12.600 11.850
H -6.127 13.746 12.489
H -7.313 14.378 10.027
C -4.373 11.403 9.052
O -4.536 10.018 8.904
H -3.392 11.789 8.682
H -5.147 12.001 8.411
H -4.435 11.696 10.090
H -5.494 9.966 8.906
C -5.449 12.632 16.654
N -4.964 12.356 18.007
O -5.759 11.854 18.796
O -3.807 12.622 18.283
H -6.496 12.576 16.715
H -4.998 11.863 16.072
H -5.051 13.603 16.332
C -2.074 11.326 14.355
N -2.948 11.159 13.142
O -3.884 10.317 13.228
O -2.663 11.757 12.159
H -1.291 11.950 14.054
H -1.827 10.294 14.717
H -2.553 11.803 15.150
C -3.223 14.318 10.193
N -2.585 15.555 10.791
O -3.250 16.243 11.550
O -1.468 15.773 10.429
H -3.199 14.586 9.110
H -4.247 14.255 10.574
H -2.664 13.406 10.487
C -3.858 7.776 15.031
N -4.857 8.664 15.737
O -6.006 8.553 15.418
O -4.402 9.467 16.540
H -3.006 8.468 14.775
H -4.370 7.336 14.180
H -3.551 6.996 15.787
C -1.290 16.376 14.244
N -1.568 14.974 14.577
O -1.610 14.188 13.649
O -1.630 14.674 15.758
H -0.235 16.482 14.067
H -1.659 17.017 15.028
H -1.914 16.562 13.372
C 0.924 12.328 11.900
N 1.019 12.530 13.399
O 1.252 11.486 14.023
O 1.071 13.625 13.916
H 0.687 13.262 11.477
H 0.184 11.514 11.741
H 1.908 12.062 11.556
C -1.893 9.292 18.754
N -0.825 8.273 18.435
O -1.057 7.655 17.446
O 0.212 8.378 19.021
H -1.776 9.698 19.764
H -2.932 8.883 18.642
H -1.687 10.069 17.972
C -1.435 9.101 8.785
N -0.870 10.416 8.293
O -0.353 11.152 9.145
O -1.059 10.684 7.124
H -2.433 9.171 8.385
H -1.483 9.151 9.835
H -0.937 8.284 8.296
C 1.161 8.563 14.614
N 0.848 8.616 13.193
O -0.324 8.471 12.915
O 1.745 8.806 12.410
H 2.241 8.645 14.738
H 0.689 7.750 15.100
H 0.662 9.472 15.023
```

# 3
A cluster of 8 separate species, C13H43NO8 in total. Source: OMol25; level of theory: wB97M-V/def2-TZVPD.

Computed properties:
Orbital gap (spin up / spin down) = 2.7 / 9.7 eV
Maximum force = 3.90 eV Å⁻¹
Total charge = -1
LUMO (spin up / spin down) = 2.61 / 2.55 eV
Multiplicity = 2
HOMO level (spin up / spin down) = -0.0018 / -0.2622 Ha

The geometry in XYZ format:
```
65
C13H43NO8 (wB97M-V/def2-TZVPD)
C 0.865 2.139 4.136
C 1.944 1.733 3.140
C 2.067 2.604 1.931
O 3.172 1.729 3.811
H 0.692 1.346 4.862
H -0.051 2.207 3.549
H 1.170 3.074 4.606
H 1.696 0.726 2.804
H 2.297 3.611 2.282
H 1.143 2.691 1.359
H 2.809 2.290 1.197
H 3.330 0.880 4.232
C 4.156 0.857 -1.149
C 4.939 0.178 -0.018
C 5.130 -1.350 -0.115
O 6.228 0.682 -0.317
H 3.932 1.917 -1.037
H 3.134 0.507 -1.295
H 4.564 0.712 -2.150
H 4.439 0.441 0.914
H 4.181 -1.866 0.031
H 5.746 -1.874 0.616
H 5.559 -1.545 -1.098
H 6.181 1.614 -0.091
C -2.747 -3.066 0.207
C -1.689 -2.918 -0.846
C -1.729 -3.726 -2.141
O -1.826 -1.635 -1.263
H -2.788 -4.115 0.497
H -3.713 -2.596 0.022
H -2.616 -2.466 1.107
H -0.717 -3.046 -0.369
H -0.794 -3.588 -2.685
H -2.377 -3.466 -2.979
H -1.966 -4.776 -1.971
H -1.107 -1.085 -0.944
O 0.770 -2.671 2.241
H 0.469 -1.976 1.655
H 0.251 -2.556 3.037
O 0.372 -0.304 0.703
H -0.416 -0.005 1.157
H 0.449 0.278 -0.053
O -2.015 0.367 1.387
H -2.732 -0.252 1.524
H -2.438 1.226 1.380
O -0.934 -1.560 4.203
H -1.343 -0.815 3.763
H -0.515 -1.181 4.976
C -3.869 1.055 -1.339
C -3.853 1.711 -2.745
C -2.513 1.377 -3.453
O -1.444 1.544 -2.551
C -0.156 1.176 -3.139
N -4.919 1.158 -3.540
H -3.554 0.024 -1.180
H -4.885 1.063 -0.944
H -3.329 1.675 -0.623
H -4.089 2.770 -2.644
H -2.271 2.100 -4.233
H -2.449 0.389 -3.907
H -0.108 0.101 -3.315
H 0.629 1.527 -2.470
H -0.048 1.706 -4.085
H -4.612 0.212 -3.719
H -5.704 1.041 -2.916
```

E? In order: -1910.268017, -2668.252497, -1177.669383 hartree.